Record 1
Density functional theory data (ωB97M-V/def2-TZVPD) for C40H36F6N4O4S4Ti as an isolated structure.

E_LUMO (spin up / spin down)	-0.5 / -0.7	eV
spin multiplicity	3
HOMO-LUMO gap (spin up / spin down)	5.15 / 7.04	eV
relative energy (zero: lowest compared OMol25 entry of this formula, charge and spin)	0.0	kJ/mol
electronic energy	-138979.8448	eV
E_HOMO (spin up / spin down)	-5.6 / -7.7	eV

Atoms and positions in Å:
Ti -0.10843 0.10271 -0.01769
F -0.94108 -2.46661 4.27399
C 0.04559 -1.57931 4.35648
F -0.45961 -0.38648 4.63742
F 0.88860 -1.94447 5.30864
S 0.90725 -1.54388 2.72923
O -0.13831 -1.13695 1.79194
O 1.46502 -2.84108 2.52264
N 1.93177 -0.38687 3.02229
S 2.69993 0.37809 1.89844
O 1.91428 0.50633 0.66552
O 3.31707 1.55579 2.39731
C 4.06472 -0.74932 1.35611
F 4.90405 -0.07855 0.57887
F 4.71652 -1.21049 2.41397
F 3.55192 -1.76897 0.67230
S -0.99838 5.46277 -2.36360
C -0.74583 6.93165 -3.20202
C 0.10025 6.77006 -4.25388
C 0.55733 5.43311 -4.38271
C 0.05304 4.59703 -3.42539
C 0.30082 3.16309 -3.25289
C 0.06868 2.54603 -2.02497
N 0.24707 1.24871 -1.81314
C 0.68925 0.46296 -2.83734
C 0.98881 1.00822 -4.10699
C 1.47729 0.11600 -5.12067
C 1.65674 -1.19603 -4.85994
C 1.35881 -1.76268 -3.56891
C 1.56747 -3.09953 -3.25032
C 1.26615 -3.55757 -1.94833
C 0.73532 -2.67085 -1.04116
N 0.52088 -1.35759 -1.30967
C 0.85426 -0.90420 -2.57441
C 1.51108 -4.94016 -1.53085
C 1.80640 -5.39905 -0.27698
C 1.96991 -6.80806 -0.22752
C 1.79972 -7.39826 -1.44087
S 1.44278 -6.24677 -2.65485
C 0.77619 2.36491 -4.29696
H -1.23433 7.83439 -2.87428
H 0.39365 7.57517 -4.91125
H 1.25308 5.11213 -5.14472
H -0.27801 3.11954 -1.17102
H 1.70481 0.52187 -6.09874
H 2.03525 -1.86122 -5.62649
H 1.99016 -3.77160 -3.98652
H 0.45423 -3.00169 -0.04927
H 1.92782 -4.74786 0.57842
H 2.21118 -7.35526 0.67195
H 1.87131 -8.44463 -1.68772
H 0.96628 2.79829 -5.27147
C 0.39549 4.00099 2.42417
C -0.88704 3.52728 1.79580
C -1.99587 4.35418 1.69398
C -3.16647 3.88481 1.10488
C -4.38370 4.76700 1.02027
C -3.22424 2.59460 0.59739
C -2.12918 1.71759 0.67363
C -0.97411 2.22988 1.30473
N -2.04420 0.44484 0.12058
C -3.20438 -0.38686 -0.21054
C -3.89377 0.03043 -1.52535
C -5.05244 -0.92044 -1.84448
C -6.05619 -0.90353 -0.68635
C -5.37298 -1.37772 0.60130
C -4.83294 -2.79550 0.40259
C -3.82238 -2.79008 -0.74625
C -4.51532 -2.34034 -2.03415
C -2.68520 -1.81975 -0.42115
C -4.21731 -0.43222 0.94459
H 0.27819 4.99663 2.84903
H 1.20102 4.03886 1.68773
H 0.71990 3.32580 3.21784
H -1.95401 5.36447 2.08395
H -4.12774 5.81101 1.19681
H -5.12375 4.47296 1.76755
H -4.85738 4.69044 0.04092
H -4.14287 2.27487 0.13330
H -0.07233 1.63727 1.49065
H -3.14534 0.00900 -2.32507
H -4.26813 1.05142 -1.47275
H -5.54518 -0.58757 -2.76224
H -6.90442 -1.55452 -0.91892
H -6.45264 0.10785 -0.54868
H -6.09432 -1.37007 1.42302
H -5.65321 -3.48440 0.17884
H -4.35451 -3.14517 1.32257
H -3.40682 -3.79241 -0.88021
H -5.33392 -3.02385 -2.27923
H -3.80820 -2.36513 -2.86911
H -1.96192 -1.81602 -1.24213
H -2.16104 -2.14239 0.48517
H -3.69611 -0.77388 1.84509
H -4.60940 0.56286 1.16135

Atom charges from the Mulliken analysis, given in e for atoms 1 to 6:
1. Ti -0.145
2. F -0.195
3. C 0.496
4. F -0.185
5. F -0.196
6. S 1.178



Record 2
Density functional theory data (ωB97M-V/def2-TZVPD) for C40H36NP2SiSr as an isolated structure.

E_LUMO	-3.3	eV
spin multiplicity	1
HOMO-LUMO gap	6.12	eV
charge	+1
electronic energy	-70840.8380	eV
E_HOMO	-9.4	eV

Atoms and positions in Å:
Sr 0.03939 2.43239 -0.58840
C 3.94014 1.21377 0.66367
Si 2.10460 0.72161 0.51053
C 1.65824 0.18368 2.31823
C 2.63452 -0.45762 3.08990
C 2.43860 -0.80488 4.41545
C 1.24216 -0.49574 5.04329
C 0.26344 0.16505 4.32661
C 0.45803 0.49672 2.98554
P -0.87165 1.46475 2.19025
C -0.96422 2.95584 3.23960
C -1.76209 3.07585 4.37518
C -1.73878 4.23717 5.13101
C -0.91083 5.29031 4.77171
C -0.10125 5.18280 3.65044
C -0.13932 4.02372 2.89235
C -2.42466 0.59211 2.54701
C -3.62364 1.26779 2.32178
C -4.83949 0.62713 2.49369
C -4.87253 -0.70228 2.89191
C -3.68533 -1.38130 3.11784
C -2.46756 -0.73962 2.94369
C 2.27083 -0.87327 -0.58761
C 3.12216 -1.89071 -0.14292
C 3.37671 -3.03453 -0.87966
C 2.80061 -3.19138 -2.13226
C 1.96564 -2.20066 -2.61424
C 1.68417 -1.06731 -1.85047
P 0.54842 0.16962 -2.57359
C -0.85300 -0.72761 -3.32491
C -0.70844 -1.50495 -4.47575
C -1.79654 -2.15909 -5.03012
C -3.05367 -2.03002 -4.45353
C -3.21726 -1.23842 -3.32723
C -2.12344 -0.59106 -2.77207
C 1.45897 0.81915 -4.01303
C 2.84919 0.89872 -3.97153
C 3.54729 1.50964 -5.00271
C 2.86574 2.04574 -6.08440
C 1.48040 1.97232 -6.13108
C 0.77992 1.36757 -5.10113
H 4.61292 0.40680 0.95047
H 4.05814 2.01240 1.39952
H 4.30318 1.59604 -0.29301
H 3.59652 -0.67832 2.65039
H 3.22639 -1.30263 4.96371
H 1.08134 -0.74744 6.08164
H -0.66023 0.43338 4.82400
H -2.41484 2.26243 4.66464
H -2.36697 4.31806 6.00634
H -0.89232 6.19158 5.36765
H 0.55812 5.99335 3.37333
H 0.54079 3.93963 2.04428
H -3.61419 2.30988 2.02204
H -5.76019 1.16657 2.31978
H -5.82117 -1.20203 3.03281
H -3.70421 -2.41308 3.44262
H -1.54744 -1.27730 3.13057
H 3.61113 -1.78990 0.81606
H 4.03784 -3.79513 -0.48539
H 3.00410 -4.06959 -2.72955
H 1.53121 -2.32410 -3.59899
H 0.25578 -1.58326 -4.96512
H -1.66445 -2.76072 -5.91960
H -3.90435 -2.53425 -4.89198
H -4.19565 -1.11940 -2.88242
H -2.26522 0.00801 -1.88066
H 3.39337 0.46409 -3.14073
H 4.62642 1.55672 -4.96252
H 3.41044 2.51368 -6.89201
H 0.94267 2.38171 -6.97526
H -0.30026 1.30913 -5.15772
C -1.11022 -3.92491 -1.06408
C -1.49242 -3.21434 0.23396
C -1.07340 -1.81556 0.19388
N -0.73855 -0.72259 0.10074
H -1.48177 -4.94750 -1.04592
H -0.02933 -3.94702 -1.18453
H -1.54050 -3.41376 -1.92539
H -1.01796 -3.67702 1.10284
H -2.57018 -3.22657 0.41058

Atom charges from the Mulliken analysis, given in e for atoms 1 to 6:
1. Sr 1.106
2. C -1.415
3. Si -0.332
4. C -0.129
5. C -0.033
6. C -1.015



Record 3
Density functional theory data (ωB97M-V/def2-TZVPD) for C40H37GeNO2S4SbTi as an isolated structure.

E_LUMO (spin up / spin down)	4.0 / 3.1	eV
spin multiplicity	4
HOMO-LUMO gap (spin up / spin down)	5.08 / 5.25	eV
charge	-2
relative energy (zero: lowest compared OMol25 entry of this formula, charge and spin)	168.9	kJ/mol
electronic energy	-177180.2100	eV
E_HOMO (spin up / spin down)	-1.1 / -2.1	eV

Atoms and positions in Å:
Ti -0.32183 -0.38398 0.50470
C 1.21782 -3.75634 2.52686
C 0.62537 -2.39050 2.73316
C 1.20960 -1.48544 3.58525
C 0.53464 -0.29399 3.94453
C -0.72001 -0.04059 3.45657
C -1.31916 -0.89655 2.50060
C -0.60793 -2.07194 2.10886
H 2.29375 -3.75917 2.69951
H 1.04618 -4.12141 1.51541
H 0.75367 -4.46024 3.22507
H 2.17918 -1.70877 4.01564
H 0.99838 0.39708 4.63846
H -1.28869 0.80124 3.82895
H -2.37617 -0.80395 2.28462
H -1.13614 -2.84450 1.56023
S -1.83239 0.86818 -5.36476
Sb -1.75248 2.15287 -3.48245
S -1.16243 0.52164 -1.60738
S -2.48278 -0.75636 -0.67036
S -3.58671 3.46841 -3.14664
C -5.67162 3.95869 2.16822
C -4.24978 3.98910 2.65980
C -3.95341 4.55730 3.89262
C -2.64950 4.56737 4.36993
C -1.64044 4.02752 3.59460
C -1.92567 3.45215 2.35454
N -0.86842 2.85777 1.62956
C -0.33520 3.44928 0.47326
C -0.99536 4.49104 -0.17417
C -0.46080 5.06115 -1.31770
C 0.76360 4.64171 -1.81225
C 1.44640 3.63592 -1.14504
C 0.90716 3.01804 -0.02673
C 1.71398 1.90526 0.59546
O 2.91951 2.02600 0.73015
O 1.05380 0.83338 0.92725
C -3.23806 3.41177 1.87899
C -3.57903 2.72446 0.58893
H -6.33050 4.48782 2.85776
H -6.03247 2.93271 2.06640
H -5.76063 4.41674 1.18117
H -4.75439 4.98271 4.48729
H -2.41803 5.00925 5.33159
H -0.61077 4.05378 3.93378
H -0.16048 2.45863 2.22744
H -1.94565 4.84261 0.20266
H -1.02608 5.82727 -1.83245
H 1.17627 5.08080 -2.71131
H 2.40746 3.28274 -1.49702
H -4.34466 1.96215 0.74599
H -2.72246 2.21974 0.14988
H -3.95920 3.42518 -0.15847
C -1.60298 -5.47613 -3.01638
C -1.37233 -5.38526 -1.64940
C -0.57934 -4.36318 -1.14937
C 0.01943 -3.40932 -1.97765
C -0.21371 -3.53375 -3.34640
C -1.01827 -4.54548 -3.86133
Ge 1.06692 -1.94121 -1.10031
C 2.01340 -1.02435 -2.61832
C 1.32421 -0.49276 -3.71387
C 1.96837 0.23474 -4.70620
C 3.33513 0.46552 -4.62512
C 4.04231 -0.04429 -3.54534
C 3.38778 -0.77828 -2.56274
C 2.62975 -3.00446 -0.41000
C 2.93905 -4.30618 -0.80597
C 4.05247 -4.97263 -0.30629
C 4.89644 -4.34382 0.59996
C 4.61363 -3.04512 1.00364
C 3.49056 -2.39422 0.50831
H -2.23903 -6.25825 -3.41551
H -1.82288 -6.10300 -0.97198
H -0.42115 -4.30888 -0.07618
H 0.23658 -2.83225 -4.03700
H -1.19294 -4.59755 -4.93022
H 0.25251 -0.62185 -3.80284
H 1.38300 0.62710 -5.52992
H 3.84071 1.04643 -5.38881
H 5.10907 0.13426 -3.45934
H 3.97260 -1.16473 -1.73612
H 2.29246 -4.81322 -1.51460
H 4.26527 -5.98651 -0.62920
H 5.76921 -4.85986 0.98477
H 5.26435 -2.54150 1.71042
H 3.26998 -1.38572 0.85038

Atom charges from the Mulliken analysis, given in e for atoms 1 to 6:
1. Ti 0.665
2. C -1.189
3. C 1.369
4. C -0.558
5. C -0.666
6. C -0.532